Record 1
Entry from the OMol25 dataset: C38H40ClN6PSr as an isolated structure at a distorted geometry (wB97M-V/def2-TZVPD).

Structure (XYZ):
```
87
Properties=species:S:1:pos:R:3:mulliken_charge:R:1
Sr 0.09 -1.20 0.61 1.880
C -1.04 -3.81 -0.83 -0.834
N -1.19 -3.22 0.53 0.534
C -2.61 -2.88 0.82 -1.072
C -3.13 -1.77 -0.07 0.471
C -4.34 -1.90 -0.72 -0.971
C -4.79 -0.85 -1.51 -0.678
C -4.01 0.29 -1.63 -0.826
C -2.81 0.34 -0.93 -0.190
N -2.37 -0.66 -0.16 0.524
C -0.66 -4.15 1.54 -1.062
C 0.86 -4.25 1.51 0.434
C 1.48 -5.41 1.96 -1.023
C 2.86 -5.48 1.97 -0.482
C 3.59 -4.40 1.51 -0.957
C 2.91 -3.28 1.07 -0.601
N 1.56 -3.18 1.08 0.713
C -0.96 -2.79 -1.96 0.757
C -1.68 -2.95 -3.13 -0.774
C -1.47 -2.06 -4.17 -0.682
C -0.56 -1.03 -4.01 -0.698
C 0.11 -0.93 -2.80 -0.753
N -0.09 -1.78 -1.78 -0.108
H -0.10 -4.36 -0.85 0.510
H -1.84 -4.54 -1.03 0.241
H -3.25 -3.76 0.72 0.437
H -2.67 -2.55 1.86 0.391
H -4.92 -2.80 -0.62 0.504
H -5.73 -0.92 -2.04 0.434
H -4.31 1.13 -2.24 0.555
H -2.17 1.21 -1.01 0.209
H -0.96 -3.78 2.51 0.404
H -1.09 -5.15 1.44 0.417
H 0.87 -6.25 2.29 0.504
H 3.36 -6.38 2.32 0.462
H 4.68 -4.41 1.49 0.478
H 3.46 -2.43 0.69 0.356
H -2.38 -3.78 -3.23 0.484
H -2.02 -2.17 -5.10 0.452
H -0.36 -0.33 -4.81 0.485
H 0.84 -0.15 -2.63 0.737
N -0.28 -1.85 3.77 -0.335
C 0.70 -1.06 4.55 -0.934
C 0.75 0.35 4.05 -0.575
N 1.29 0.39 2.68 -0.048
H -1.21 -1.60 4.10 0.219
H -0.17 -2.82 4.03 0.290
H 1.68 -1.53 4.43 0.381
H 0.47 -1.07 5.61 0.458
H 1.33 0.97 4.74 0.391
H -0.26 0.76 4.04 0.265
H 2.29 0.20 2.69 0.216
H 1.22 1.35 2.33 -0.052
Cl 3.17 0.12 0.06 -0.017
C 3.41 1.63 -0.82 -0.078
C 4.71 1.93 -1.16 -0.543
C 4.96 3.10 -1.86 -0.580
C 3.92 3.95 -2.20 -0.805
C 2.62 3.62 -1.84 -0.351
C 2.33 2.45 -1.14 -0.304
P 0.63 2.02 -0.61 1.797
C 0.37 3.01 0.90 -0.150
C 1.14 4.10 1.28 -0.475
C 0.85 4.81 2.44 -0.791
C -0.22 4.43 3.24 -0.782
C -1.00 3.34 2.88 -0.539
C -0.70 2.63 1.72 0.041
C -0.40 2.92 -1.86 -0.040
C -0.22 2.60 -3.21 -0.518
C -0.99 3.20 -4.19 -1.006
C -1.97 4.13 -3.84 -0.602
C -2.16 4.45 -2.50 -0.801
C -1.38 3.85 -1.52 0.001
H 5.52 1.26 -0.89 0.484
H 5.98 3.35 -2.13 0.411
H 4.11 4.86 -2.74 0.442
H 1.81 4.29 -2.11 0.509
H 1.99 4.41 0.67 0.447
H 1.46 5.66 2.72 0.442
H -0.45 4.99 4.14 0.409
H -1.85 3.04 3.49 0.528
H -1.31 1.77 1.45 0.519
H 0.56 1.91 -3.51 0.694
H -0.82 2.96 -5.24 0.443
H -2.57 4.60 -4.61 0.419
H -2.91 5.18 -2.22 0.444
H -1.53 4.13 -0.48 0.413
```

F_max (eV/Å): 3.1
HOMO (eV): -13.2
Total charge: +2
LUMO level (eV): -4.74
Energy above the lowest of the compared OMol25 structures with the same formula, charge and spin (kcal per mole): 16.8


Record 2
Entry from the OMol25 dataset: C38H40EuN9OP as an isolated structure at a distorted geometry (wB97M-V/def2-TZVPD).

Structure (XYZ):
```
90
Properties=species:S:1:pos:R:3:mulliken_spin:R:1
Eu -0.50 -0.42 0.03 6.116
N 3.14 -2.21 -2.99 0.059
C 2.78 -1.58 -1.86 0.090
N 1.60 -1.62 -1.36 -0.050
C 0.61 -2.39 -1.97 0.261
N -0.44 -2.44 -1.22 -0.044
N -1.51 -3.21 -1.66 0.041
C -2.27 -3.63 -0.73 0.152
C -2.20 -3.49 0.76 0.052
C -2.80 -4.49 1.50 0.025
C -2.76 -4.44 2.88 0.045
C -2.13 -3.36 3.49 0.036
C -1.59 -2.38 2.67 0.005
N -1.61 -2.43 1.34 0.071
C 0.89 -3.00 -3.29 -0.010
C -0.04 -3.68 -4.11 0.059
C 0.35 -4.22 -5.31 -0.015
C 1.68 -4.12 -5.74 0.058
C 2.61 -3.46 -4.97 -0.017
C 2.20 -2.90 -3.75 0.054
H 4.10 -2.17 -3.29 -0.005
H 3.57 -1.02 -1.36 -0.005
H -3.10 -4.24 -1.08 0.016
H -3.28 -5.31 0.98 0.000
H -3.21 -5.22 3.48 0.004
H -2.07 -3.27 4.56 0.002
H -1.13 -1.50 3.10 0.009
H -1.06 -3.77 -3.78 0.004
H -0.38 -4.73 -5.93 0.001
H 1.99 -4.55 -6.68 0.005
H 3.64 -3.37 -5.28 -0.002
O -1.05 0.23 -2.71 0.007
N 0.05 0.88 -2.16 -0.008
C 0.94 1.31 -2.94 0.012
C 2.18 2.00 -2.48 -0.010
C 2.88 2.60 -3.52 0.000
C 4.03 3.35 -3.27 0.001
C 4.45 3.51 -1.96 0.000
C 3.75 2.91 -0.93 0.000
C 2.62 2.12 -1.15 -0.001
P 1.76 1.38 0.30 0.004
C 3.10 0.71 1.32 -0.002
C 2.73 0.24 2.59 0.002
C 3.65 -0.39 3.41 0.002
C 4.95 -0.59 2.98 -0.001
C 5.33 -0.14 1.72 0.000
C 4.41 0.50 0.90 0.001
C 1.21 2.89 1.19 -0.017
C 1.91 3.46 2.26 -0.001
C 1.43 4.61 2.88 0.000
C 0.27 5.21 2.42 0.000
C -0.42 4.67 1.35 0.005
C 0.05 3.51 0.75 0.007
H -1.01 0.26 -3.68 0.000
H 0.82 1.19 -4.02 0.000
H 2.52 2.50 -4.53 0.000
H 4.56 3.81 -4.09 0.000
H 5.33 4.10 -1.75 0.000
H 4.09 3.06 0.09 0.000
H 1.72 0.39 2.95 -0.001
H 3.35 -0.73 4.40 0.000
H 5.68 -1.08 3.62 0.000
H 6.35 -0.29 1.38 0.000
H 4.73 0.85 -0.07 -0.002
H 2.82 3.00 2.63 0.000
H 1.98 5.04 3.71 0.000
H -0.09 6.12 2.90 0.000
H -1.33 5.14 0.99 0.000
H -0.51 3.10 -0.09 0.001
C -5.42 -0.59 1.08 -0.001
N -4.26 0.16 0.64 -0.003
C -3.79 -0.13 -0.70 0.001
C -3.45 0.82 1.51 0.003
N -2.16 0.84 1.32 -0.021
N -4.07 1.41 2.57 0.000
C -5.41 1.99 2.46 0.000
C -3.28 1.85 3.71 0.001
H -5.30 -1.65 0.80 0.003
H -6.34 -0.22 0.62 0.000
H -5.52 -0.54 2.16 0.000
H -4.64 -0.14 -1.39 0.000
H -3.29 -1.10 -0.78 0.005
H -3.11 0.65 -1.04 -0.004
H -1.73 1.57 1.88 0.001
H -5.76 1.90 1.44 0.000
H -5.36 3.05 2.72 0.000
H -6.12 1.50 3.13 0.000
H -2.49 1.13 3.92 0.000
H -3.93 1.90 4.59 0.000
H -2.84 2.83 3.56 0.000
```

Expectation value of S²: 15.7984
2S+1: 8
F_max (eV/Å): 2.7
HOMO (alpha / beta) (eV): -9.1 / -12.6
Total charge: +2
LUMO level (alpha / beta) (eV): -7.00 / -5.43
Energy above the lowest of the compared OMol25 structures with the same formula, charge and spin (kcal per mole): 77.0


Record 3
Entry from the OMol25 dataset: C38H40N9PtS2Se as an isolated structure (wB97M-V/def2-TZVPD).

Structure (XYZ):
```
91
Properties=species:S:1:pos:R:3:mulliken_charge:R:1
Pt 0.19 -0.95 0.17 0.488
S 1.58 0.77 0.86 -0.446
C 1.74 1.80 -0.48 0.828
N 2.72 2.65 -0.59 -0.008
C 2.87 3.43 -1.83 -0.891
C 2.58 2.52 -2.99 -0.514
N 1.22 2.01 -2.82 0.360
C 0.44 1.86 -4.06 -1.471
C 0.13 3.19 -4.68 0.589
C -0.70 4.10 -4.02 -0.156
C -0.97 5.34 -4.58 -0.760
C -0.41 5.69 -5.80 -0.404
C 0.41 4.79 -6.47 -0.640
C 0.68 3.55 -5.91 -0.264
C 0.72 1.77 -1.62 -0.344
S -0.87 1.49 -1.27 -0.130
C 3.83 2.76 0.38 -1.316
C 5.10 2.24 -0.24 0.498
C 6.25 3.03 -0.26 -0.363
C 7.41 2.55 -0.86 -0.585
C 7.42 1.29 -1.44 -0.447
C 6.28 0.51 -1.43 -0.740
C 5.12 0.98 -0.82 0.098
H 3.90 3.79 -1.86 0.499
H 2.19 4.29 -1.81 0.351
H 3.29 1.69 -3.04 0.129
H 2.61 3.07 -3.92 0.521
H -0.46 1.31 -3.81 0.513
H 1.04 1.24 -4.73 0.416
H -1.15 3.82 -3.07 0.375
H -1.62 6.03 -4.06 0.413
H -0.63 6.65 -6.24 0.390
H 0.84 5.05 -7.42 0.390
H 1.32 2.85 -6.43 0.415
H 3.55 2.19 1.26 0.464
H 3.92 3.81 0.66 0.388
H 6.24 4.01 0.19 0.376
H 8.30 3.16 -0.87 0.395
H 8.33 0.93 -1.91 0.391
H 6.28 -0.47 -1.90 0.424
H 4.23 0.36 -0.82 0.425
Se 3.06 -1.19 -3.82 -0.228
C 2.03 -1.22 -2.36 0.094
N 1.36 -1.26 -1.41 -0.095
N -3.87 -1.28 6.07 0.014
C -4.67 -0.71 7.04 0.737
C -5.33 -1.23 8.15 -1.039
C -6.06 -0.34 8.90 -0.404
C -6.13 1.03 8.57 -0.479
C -5.48 1.54 7.48 -0.771
C -4.73 0.65 6.70 0.549
N -3.99 0.89 5.56 -0.615
C -3.50 -0.27 5.22 -0.057
C -2.63 -0.47 4.05 1.174
C -2.10 -1.70 3.69 -0.907
C -1.30 -1.79 2.58 -0.268
N -1.00 -0.73 1.82 -0.106
C -1.51 0.47 2.16 -0.152
C -2.33 0.63 3.26 -0.772
H -3.61 -2.25 6.02 0.170
H -5.28 -2.28 8.41 0.382
H -6.59 -0.70 9.78 0.383
H -6.72 1.69 9.20 0.387
H -5.53 2.59 7.22 0.439
H -2.29 -2.60 4.26 0.326
H -0.87 -2.73 2.26 0.506
H -1.25 1.29 1.51 0.417
H -2.73 1.61 3.51 0.532
C 0.76 -5.86 -1.83 -0.697
C 1.37 -5.28 -0.57 -0.716
N 0.70 -4.03 -0.23 0.009
C -0.56 -3.72 -0.64 0.604
N -1.00 -2.49 -0.43 -0.819
C -2.34 -2.14 -0.89 -0.549
C -3.28 -3.33 -0.75 -0.800
C -2.71 -4.48 -1.54 -0.761
N -1.30 -4.69 -1.21 0.211
C -0.74 -5.97 -1.62 -0.711
H 1.18 -6.84 -2.05 0.360
H 0.97 -5.20 -2.68 0.308
H 2.43 -5.06 -0.71 0.400
H 1.28 -5.99 0.25 0.302
H 1.26 -3.23 0.00 0.176
H -2.31 -1.80 -1.93 0.282
H -2.69 -1.30 -0.29 0.301
H -4.28 -3.08 -1.12 0.383
H -3.37 -3.60 0.31 0.285
H -2.80 -4.29 -2.62 0.355
H -3.24 -5.41 -1.33 0.469
H -1.24 -6.26 -2.54 0.445
H -0.96 -6.73 -0.87 0.292
```

F_max (eV/Å): 0.3
HOMO (eV): -10.0
Total charge: +1
LUMO level (eV): -3.02
Energy above the lowest of the compared OMol25 structures with the same formula, charge and spin (kcal per mole): 0.0